No. 1
DFT (ωB97M-V/def2-TZVPD) results for the ion C4H13N3 with charge +2.

```
20
Properties=species:S:1:pos:R:3:nbo_charge:R:1
C 1.614 0.335 -0.791 -0.238
C 0.328 -0.572 -0.797 -0.453
C -0.521 -0.502 0.434 -0.073
C -1.491 0.433 0.653 0.093
N -2.514 0.357 1.513 -0.750
N -0.418 -1.749 1.284 -0.670
N 1.627 1.609 -1.576 -0.663
H 1.804 0.634 0.242 0.231
H 2.438 -0.310 -1.091 0.250
H -0.226 -0.246 -1.689 0.246
H 0.725 -1.571 -0.961 0.250
H -1.568 1.138 -0.166 0.228
H -3.212 1.072 1.532 0.437
H -2.558 -0.278 2.305 0.401
H -0.506 -2.577 0.702 0.451
H -1.050 -1.735 2.072 0.450
H 0.551 -1.769 1.613 0.446
H 1.515 1.414 -2.566 0.453
H 0.918 2.278 -1.290 0.447
H 2.546 2.040 -1.422 0.467
```

As for the charge: +2. The energy is -8811.9574 eV. The energy above the lowest of the compared OMol25 structures with the same formula, charge and spin is 37.3 kcal per mole. As for the SMILES: N/C=C(\[NH3+])CC[NH3+]. Its gap between HOMO and LUMO is 9.655 eV. The calculation puts the LUMO energy at -6.72 eV.

=====

No. 2
DFT (ωB97M-V/def2-TZVPD) results for a structure of composition C39H91N13O13.

```
156
Properties=species:S:1:pos:R:3:mulliken_charge:R:1
C -3.445 1.865 2.302 -0.792
O -3.605 2.242 1.117 -0.530
N -2.390 1.248 2.819 0.615
C -2.242 1.022 4.271 -0.895
C -1.230 0.936 2.012 -0.228
H -4.093 2.219 3.118 0.331
H -2.087 -0.048 4.413 0.121
H -2.919 1.542 4.949 0.564
H -1.313 1.338 4.747 0.144
H -0.906 -0.100 2.115 -1.064
H -1.522 0.979 0.963 0.931
H -0.324 1.519 2.178 1.056
C 0.175 -0.246 5.439 -0.631
O 0.495 0.704 4.727 -0.405
N -0.294 -1.434 4.955 0.843
C -0.518 -2.653 5.736 -1.106
C -0.433 -1.569 3.426 -0.235
H 0.144 -0.333 6.536 0.347
H -1.489 -2.521 6.215 0.369
H 0.217 -2.694 6.540 0.408
H -0.464 -3.556 5.129 0.260
H -1.358 -2.064 3.130 -0.688
H -0.263 -0.633 2.893 -0.591
H 0.357 -2.251 3.112 0.851
C 4.627 -1.345 -0.676 -0.806
O 5.074 -0.432 -1.403 -0.703
N 3.509 -2.003 -0.992 0.689
C 3.210 -3.247 -0.238 -1.067
C 2.658 -1.562 -2.060 -0.064
H 5.195 -1.821 0.140 0.574
H 3.483 -4.116 -0.837 0.318
H 2.140 -3.297 -0.036 0.357
H 3.724 -3.358 0.717 0.233
H 1.674 -1.895 -1.731 -0.034
H 2.795 -0.481 -2.084 0.330
H 2.922 -1.995 -3.025 0.338
C 3.579 1.408 -1.082 0.643
O 2.383 1.679 -0.941 -0.146
N 4.420 2.194 -1.839 0.352
C 5.848 1.974 -2.062 -1.239
C 4.028 3.465 -2.544 -2.371
H 3.978 0.449 -0.717 -0.050
H 6.094 1.628 -3.066 0.448
H 6.211 1.067 -1.577 0.382
H 6.622 2.719 -1.876 0.382
H 4.679 3.743 -3.373 0.403
H 3.057 3.357 -3.030 1.210
H 4.028 4.317 -1.865 0.291
C 3.134 -0.156 1.365 0.441
O 4.362 -0.526 1.230 -0.773
N 2.512 0.039 2.558 0.705
C 1.122 0.557 2.638 -1.809
C 2.990 -0.377 3.848 -1.299
H 2.582 0.097 0.447 1.275
H 0.375 -0.174 2.945 -0.593
H 0.843 0.958 1.663 -0.860
H 1.054 1.325 3.409 1.653
H 3.482 0.498 4.273 0.398
H 2.232 -0.770 4.525 0.393
H 3.825 -1.056 3.670 0.423
C -3.292 -1.850 0.130 -0.054
O -2.259 -2.138 -0.383 -0.386
N -3.834 -0.630 0.108 0.333
C -5.131 -0.312 0.711 -1.137
C -3.247 0.529 -0.537 -0.354
H -4.044 -2.572 0.484 0.618
H -5.161 0.451 1.489 0.309
H -5.662 -1.199 1.057 0.293
H -5.733 0.198 -0.041 0.409
H -2.330 0.354 -1.100 -0.404
H -3.963 0.778 -1.320 0.672
H -3.228 1.397 0.122 0.019
C -0.631 -0.602 0.639 -2.077
O -0.046 -1.174 1.532 -0.289
N -0.032 -0.080 -0.450 2.556
C 1.280 -0.370 -0.894 -1.355
C -0.875 0.851 -1.186 -0.346
H -1.717 -0.420 0.652 1.138
H 1.868 0.546 -0.951 -1.829
H 1.329 -0.795 -1.896 -0.557
H 1.740 -0.925 -0.076 0.143
H -1.735 1.213 -0.624 0.253
H -0.374 1.748 -1.551 -1.126
H -1.275 0.386 -2.088 -0.176
C 0.252 -5.144 -0.199 -0.257
O 1.462 -4.835 -0.002 -0.532
N -0.780 -4.272 0.079 0.059
C -2.176 -4.601 -0.238 -0.687
C -0.498 -2.861 0.481 -0.202
H -0.052 -6.130 -0.584 0.352
H -2.453 -5.627 -0.482 0.502
H -2.504 -3.993 -1.081 0.166
H -2.622 -4.217 0.679 -0.635
H -1.148 -2.670 1.335 0.416
H 0.513 -2.719 0.861 0.084
H -0.835 -2.096 -0.218 -0.284
C 1.383 2.676 1.311 0.706
O 1.686 2.469 2.514 -0.596
N 0.233 3.288 0.935 0.522
C 0.085 3.686 -0.502 -0.125
C -0.892 3.669 1.787 -1.450
H 1.966 2.497 0.394 0.141
H -0.602 2.995 -0.992 0.868
H 0.882 3.739 -1.244 0.255
H -0.370 4.675 -0.560 0.451
H -0.934 4.757 1.843 0.502
H -1.886 3.353 1.470 0.578
H -0.870 3.207 2.774 0.225
C -0.917 -3.927 -4.368 -0.030
O -1.155 -5.065 -4.159 -0.536
N -0.608 -3.003 -3.431 0.309
C -0.345 -1.644 -3.856 -0.496
C -0.421 -3.300 -2.056 -1.107
H -0.972 -3.488 -5.376 0.316
H 0.592 -1.258 -3.454 -0.052
H -1.052 -0.947 -3.407 0.037
H -0.181 -1.526 -4.927 0.416
H -0.696 -2.424 -1.467 -0.147
H -1.087 -4.100 -1.732 0.990
H 0.580 -3.600 -1.748 0.764
C -1.924 2.966 -3.159 -0.235
O -1.407 1.967 -2.659 -0.360
N -1.284 4.165 -3.128 0.356
C -1.973 5.298 -3.721 -1.129
C -0.004 4.427 -2.488 -0.979
H -2.863 2.990 -3.734 0.507
H -3.049 5.223 -3.565 0.415
H -1.881 5.297 -4.807 0.326
H -1.715 6.265 -3.291 0.385
H 0.493 3.539 -2.097 -1.872
H 0.656 4.817 -3.263 0.979
H -0.034 5.254 -1.778 0.890
C -3.841 -2.283 4.288 0.030
O -4.354 -3.279 4.851 -0.672
N -3.130 -2.400 3.172 0.373
C -2.715 -1.230 2.371 -0.242
C -2.676 -3.778 2.701 -1.152
H -4.024 -1.272 4.683 0.344
H -2.478 -0.403 3.041 -0.314
H -3.610 -0.859 1.871 0.303
H -1.879 -1.300 1.676 0.508
H -3.005 -4.573 3.369 0.318
H -3.246 -3.901 1.780 1.139
H -1.586 -3.780 2.699 0.445
C 1.849 3.707 -4.355 0.808
O 2.231 4.412 -5.297 -0.721
N 1.754 2.334 -4.379 0.310
C 2.133 1.457 -5.450 -1.039
C 1.353 1.577 -3.197 -1.365
H 1.617 4.086 -3.348 -0.069
H 2.982 0.807 -5.234 0.291
H 2.413 2.111 -6.276 0.515
H 1.323 0.876 -5.890 0.258
H 1.022 2.196 -2.363 0.672
H 0.448 1.002 -3.395 0.808
H 2.240 0.961 -3.052 0.898
```

The energy is -87856.8105 eV. The energy above the lowest of the compared OMol25 structures with the same formula, charge and spin is 1343.3 kcal per mole. Its gap between HOMO and LUMO is 7.309 eV. The calculation puts the LUMO energy at 0.10 eV.

=====

No. 3
DFT (ωB97M-V/def2-TZVPD) results for a cluster of 6 separate species, C37H43BF5NO5P in total.

```
93
Properties=species:S:1:pos:R:3:mulliken_charge:R:1
C -2.321 -4.128 2.363 -1.570
C -0.848 -4.270 1.964 0.519
O -0.695 -4.386 0.552 -0.581
C 0.016 -3.141 2.590 -0.653
N 0.290 -2.023 1.719 0.215
C 1.673 -1.769 1.367 -0.861
C 2.269 -0.589 2.120 -0.507
O 1.799 0.624 1.635 -0.572
B 0.603 1.224 2.240 1.821
O -0.583 1.204 1.270 -0.780
C -0.549 2.483 0.686 -0.433
C -0.322 3.320 1.934 0.063
P -1.880 3.104 2.881 0.363
O -3.099 3.280 2.043 -0.693
O 0.808 2.693 2.469 -1.020
H -2.561 -3.083 2.551 0.338
H -2.529 -4.719 3.250 0.352
H -2.957 -4.461 1.544 0.440
H -0.478 -5.205 2.371 -0.025
H -1.269 -3.739 0.135 0.381
H 0.953 -3.565 2.950 0.199
H -0.522 -2.788 3.472 0.295
H -0.305 -2.005 0.908 0.140
H 2.307 -2.650 1.542 0.378
H 1.768 -1.525 0.308 0.376
H 2.109 -0.714 3.197 0.222
H 3.357 -0.628 1.958 0.301
H 0.257 0.616 3.259 -0.475
H 0.385 2.600 0.120 0.176
H -1.436 2.719 0.104 0.170
H -0.153 4.380 1.787 0.447
H -1.870 4.104 3.881 0.013
H -1.876 1.868 3.529 -0.019
F 0.879 5.235 0.177 -0.169
C 2.129 5.507 -0.239 0.497
C 3.179 5.052 0.533 -0.353
C 4.470 5.323 0.108 -0.394
C 4.692 6.037 -1.063 -0.520
C 3.616 6.479 -1.818 -0.415
C 2.317 6.211 -1.410 -0.618
H 2.972 4.489 1.435 0.494
H 5.308 4.967 0.693 0.360
H 5.703 6.244 -1.388 0.361
H 3.784 7.034 -2.732 0.353
H 1.462 6.538 -1.988 0.399
F 0.903 -2.873 5.506 -0.220
C 1.502 -3.880 6.166 0.239
C 1.475 -5.159 5.638 -0.043
C 2.104 -6.179 6.336 -0.376
C 2.741 -5.918 7.541 -0.653
C 2.755 -4.627 8.049 -0.318
C 2.137 -3.595 7.360 -0.611
H 0.971 -5.337 4.702 0.411
H 2.095 -7.182 5.932 0.416
H 3.227 -6.719 8.082 0.365
H 3.251 -4.419 8.989 0.353
H 2.142 -2.580 7.733 0.441
F 1.471 -7.150 3.382 -0.306
C 2.360 -7.346 2.378 0.641
C 3.683 -7.554 2.706 -0.416
C 4.595 -7.751 1.680 -0.368
C 4.175 -7.728 0.358 -0.556
C 2.837 -7.509 0.059 -0.420
C 1.912 -7.319 1.075 -0.452
H 3.987 -7.555 3.744 0.424
H 5.637 -7.919 1.916 0.351
H 4.891 -7.874 -0.440 0.368
H 2.508 -7.478 -0.970 0.365
H 0.868 -7.138 0.862 0.360
F -0.097 5.097 -4.458 -0.304
C -1.337 4.765 -4.027 0.522
C -2.318 4.510 -4.963 -0.647
C -3.588 4.170 -4.517 0.066
C -3.856 4.097 -3.157 -0.837
C -2.852 4.362 -2.236 -0.417
C -1.578 4.694 -2.672 -0.405
H -2.084 4.577 -6.018 0.460
H -4.370 3.958 -5.234 0.239
H -4.847 3.833 -2.813 0.408
H -3.054 4.309 -1.173 0.515
H -0.781 4.895 -1.968 0.415
F -6.142 3.389 -6.829 -0.298
C -5.832 3.679 -8.108 0.553
C -6.550 3.072 -9.118 -0.513
C -6.230 3.376 -10.433 -0.325
C -5.205 4.266 -10.719 -0.547
C -4.497 4.859 -9.683 -0.416
C -4.810 4.570 -8.363 -0.324
H -7.341 2.377 -8.872 0.412
H -6.786 2.913 -11.238 0.348
H -4.958 4.497 -11.746 0.365
H -3.695 5.551 -9.901 0.359
H -4.273 5.027 -7.542 0.362
```

As for the charge: -1. The energy is -74349.3316 eV. Its gap between HOMO and LUMO is 6.882 eV. The calculation puts the LUMO energy at 2.13 eV.

=====

F_max across the listed records, respectively: 2.4, 8.7, 0.9 eV Å⁻¹.